1.
{
  "formula": "C30H48N3P2PdSTe",
  "method": "the ωB97M-V functional and the def2-TZVPD basis",
  "orbital_gap_ev": [5.3, 5.7],
  "total_energy_ev": -76549.833,
  "e_lumo_ev": [2.4, 2.2],
  "total_charge": -1,
  "multiplicity": 3,
  "s_squared": 2.01,
  "homo_ev": [-2.899, -3.493],
  "elements": ["Te", "Pd", "S", "P", "P", "N", "N", "N", "C", "C", "C", "C", "C", "C", "C", "C", "C", "C", "C", "C", "C", "C", "C", "C", "C", "C", "C", "C", "C", "C", "C", "C", "C", "C", "C", "C", "C", "C", "H", "H", "H", "H", "H", "H", "H", "H", "H", "H", "H", "H", "H", "H", "H", "H", "H", "H", "H", "H", "H", "H", "H", "H", "H", "H", "H", "H", "H", "H", "H", "H", "H", "H", "H", "H", "H", "H", "H", "H", "H", "H", "H", "H", "H", "H", "H", "H"],
  "xyz": [[1.1439, -0.3683, 2.6686], [0.0908, -0.2799, 0.3282], [-2.9336, 0.9905, 1.0763], [1.1190, 1.6501, -0.5490], [-0.9762, -2.2592, -0.3112], [-4.4606, -0.2749, 2.8344], [-2.3476, 0.2930, 3.5541], [0.7272, -0.7908, -2.0548], [-2.6330, -1.9646, -1.0928], [1.0011, 1.2846, -5.1175], [0.7622, -2.1042, -2.4069], [-0.0263, -4.1283, 1.5041], [3.6975, 2.9021, -0.6491], [1.1306, 1.5355, -2.3666], [0.9162, 0.2386, -2.9137], [0.7896, -6.3825, -3.2616], [0.5305, 3.3612, -0.1909], [-2.4673, -0.4819, 4.7749], [-2.2659, -3.0997, 1.9566], [1.2502, 2.5461, -4.5838], [3.5771, 0.4021, -0.5572], [-0.8606, 3.5941, -0.7742], [0.5145, 3.5741, 1.3217], [-2.5199, -0.8892, -2.1691], [0.8359, 0.1653, -4.3243], [1.2959, 2.6342, -3.1971], [-3.2578, 0.2988, 2.5709], [-1.3239, -3.6291, 0.8761], [0.0175, -4.3780, -1.9310], [1.5787, -2.6612, -3.4187], [1.5854, -4.0170, -3.6719], [-0.0064, -3.0182, -1.6448], [-4.7090, -1.1300, 3.9782], [0.7943, -4.9116, -2.9483], [-3.3047, -3.2134, -1.6586], [-3.9301, -0.5877, 5.1643], [2.9194, 1.7043, -0.1094], [1.4471, 3.7556, -5.4562], [-2.0149, 0.0060, -1.7981], [0.9206, 1.1743, -6.1950], [-0.5870, -5.0556, -1.3342], [-1.3856, 0.5146, 3.2500], [-4.3148, 0.4009, 5.4258], [2.2365, -4.3989, -4.4522], [-1.8107, -4.4546, 0.3475], [-3.2387, -1.5559, -0.2766], [-4.0471, -1.2414, 6.0300], [-1.9503, -1.2579, -3.0259], [0.2498, -6.9422, -2.4965], [4.5571, 0.3030, -0.0849], [1.8024, -6.7879, -3.3133], [1.5130, 3.5090, 1.7597], [0.4978, -3.3069, 2.0006], [-1.8802, 0.0133, 5.5495], [-0.8761, 3.4882, -1.8588], [-1.5741, 2.8854, -0.3518], [1.2812, 3.5064, -6.5048], [-5.7829, -1.1369, 4.1763], [2.4600, 4.1593, -5.3733], [0.3092, -6.5933, -4.2209], [0.6086, -0.7833, -4.7913], [4.7502, 2.8121, -0.3679], [-1.2029, 4.6006, -0.5189], [-0.1135, 2.8230, 1.8075], [-2.6829, -3.6753, -2.4278], [-0.2441, -4.8977, 2.2503], [-1.8800, -2.1579, 2.3562], [-3.5132, -3.9649, -0.8961], [3.7150, 0.4061, -1.6410], [-3.2722, -2.9169, 1.5768], [1.2307, 4.0721, -0.6398], [-5.0658, -0.3200, 2.0310], [-3.5187, -0.6104, -2.5136], [-2.3366, -3.8182, 2.7784], [0.1084, 4.5623, 1.5526], [0.7566, 4.5616, -5.1966], [0.6527, -4.5504, 0.7616], [1.4481, 3.6121, -2.7496], [2.9731, -0.4720, -0.2901], [3.3389, 3.8554, -0.2598], [2.2349, -2.0103, -3.9799], [-4.2588, -2.9456, -2.1209], [2.9266, 1.7308, 0.9875], [-4.3983, -2.1624, 3.7708], [-2.0355, -1.4785, 4.6313], [3.6522, 2.9362, -1.7394]]
}

2.
{
  "formula": "C30H49Cl2PTi",
  "method": "the ωB97M-V functional and the def2-TZVPD basis",
  "orbital_gap_ev": 3.6,
  "total_energy_ev": -89354.403,
  "e_lumo_ev": 4.5,
  "total_charge": -2,
  "homo_ev": 0.867,
  "elements": ["Ti", "Cl", "Cl", "P", "C", "C", "C", "C", "C", "C", "C", "C", "C", "C", "C", "C", "C", "C", "C", "C", "C", "C", "C", "C", "C", "C", "C", "C", "C", "C", "C", "C", "C", "C", "H", "H", "H", "H", "H", "H", "H", "H", "H", "H", "H", "H", "H", "H", "H", "H", "H", "H", "H", "H", "H", "H", "H", "H", "H", "H", "H", "H", "H", "H", "H", "H", "H", "H", "H", "H", "H", "H", "H", "H", "H", "H", "H", "H", "H", "H", "H", "H", "H"],
  "xyz": [[-0.2007, 0.3908, 1.0393], [1.6446, -0.8673, 0.6066], [-1.9608, -0.5074, -0.0541], [0.1633, -0.9467, -2.9121], [3.8878, 0.9948, -5.1009], [-1.1372, 1.4141, -3.9277], [1.1790, -4.9891, -2.3590], [-1.2543, -0.1200, -3.7944], [1.2646, -3.4514, -2.3539], [2.0644, 1.1546, -3.3072], [-1.7122, -0.8145, -5.0790], [-2.3685, 4.1586, -1.1810], [3.5145, 1.4799, -3.6943], [-0.1292, -5.5537, -1.7904], [2.0028, -0.7482, -5.0252], [-0.2199, 0.7755, 3.8261], [-1.3666, -4.8011, -2.2952], [-0.2466, 3.1503, -0.4768], [1.7694, -0.3404, -3.5727], [0.0411, -2.7814, -3.0033], [0.5142, 2.1523, 0.2209], [0.4159, 4.2945, -1.0136], [-3.0495, -0.2038, -5.5395], [-0.7815, 2.1725, 3.5666], [3.4695, -0.4524, -5.3905], [-3.0606, 1.3274, -5.6013], [-1.2198, -3.2705, -2.2674], [-2.4829, 2.0082, -4.3559], [-1.6926, 5.2732, -1.6844], [-1.6722, 3.1015, -0.5899], [-0.6783, 0.2063, 5.1666], [1.3100, 0.8842, 3.7341], [-0.8071, -0.1440, 2.7942], [-0.2825, 5.3298, -1.5974], [1.3318, -0.1913, -5.6988], [-0.9584, -0.7241, -5.8764], [1.6495, 1.3605, 2.8036], [2.4846, -0.9084, -2.9456], [-3.1841, 1.9390, -3.5161], [-1.7639, 0.0626, 5.1629], [2.2003, -3.1262, -2.8237], [1.3100, -5.3595, -3.3833], [-1.8513, -1.8899, -4.9045], [-0.0100, -2.9686, -4.0826], [3.6343, -0.6867, -6.4425], [-2.2044, 2.2671, -0.1468], [-0.8377, 1.8603, -2.9636], [-1.6329, -0.7964, 3.1179], [-0.4431, 0.8585, 6.0075], [4.9612, 1.1098, -5.2512], [-2.0523, -0.2828, -3.0400], [-2.2309, -5.0791, -1.6857], [-3.4553, 4.1260, -1.2235], [1.7859, -1.8176, -5.1670], [1.5913, 2.3502, 0.1228], [-1.8840, 2.1470, 3.5001], [3.6649, 2.5611, -3.6282], [1.5042, 4.3622, -0.8879], [1.8807, 1.3934, -2.2501], [-0.2127, -6.6087, -2.0590], [-0.2196, -0.7691, 5.3605], [-0.3783, 1.6877, -4.6770], [-2.2508, 6.1098, -2.1227], [-0.3853, 2.5824, 2.6227], [-1.5868, -5.1248, -3.3202], [3.4049, 1.6450, -5.8388], [-3.8371, -0.5517, -4.8644], [2.0199, -5.3842, -1.7779], [-2.4684, 1.6342, -6.4708], [-0.5043, 2.8515, 4.3734], [-0.0977, -5.5246, -0.6940], [1.3980, 1.7937, -3.9016], [1.8185, -0.0769, 3.8339], [-1.1080, -2.9360, -1.2268], [4.1901, 1.0414, -2.9548], [-2.1329, -2.7962, -2.6519], [1.6793, 1.5318, 4.5462], [1.2865, -3.0926, -1.3127], [-4.0754, 1.6885, -5.7775], [-2.3651, 3.0812, -4.5381], [4.1124, -1.1426, -4.8330], [0.2425, 6.2145, -1.9751], [-3.3197, -0.6087, -6.5193]]
}